No. 1
Density functional theory data (ωB97M-V/def2-TZVPD) for C16H18FeIN2O2S as an isolated structure.

## Properties
* M: 485.15 Da
* charge: +2
* total energy: -2839.505089 hartree
* maximum force: 0.5 eV/A
* highest occupied orbital energy (alpha / beta): -15.169 / -15.241 eV
* expectation value of S²: 8.784
* 2S+1: 6
* lowest unoccupied orbital energy (alpha / beta): -7.14 / -9.37 eV

Last column: Mulliken charge in e.
Element x y z (Å)
C  -1.64  1.03  0.11  -0.73
H  -3.24  -2.58  1.35  0.38
O  -1.63  3.98  0.73  -0.50
H  3.47  -3.57  -0.85  0.38
H  -4.82  2.12  -0.25  0.39
H  2.62  -4.73  0.21  0.32
H  -0.23  -5.28  -1.53  0.38
H  1.52  3.09  -1.10  0.55
C  2.65  -4.28  -0.78  -0.91
N  -4.35  0.15  0.08  -0.52
H  5.16  0.95  1.48  0.40
N  0.80  0.76  0.06  -0.41
C  2.30  2.64  -0.50  -0.08
C  -1.98  -0.36  0.27  0.87
C  -4.00  1.42  -0.09  -0.71
H  5.53  3.13  0.39  0.42
C  3.54  3.25  -0.40  -0.83
H  -0.13  2.57  0.32  1.20
C  -0.25  1.50  0.16  0.01
H  -2.15  4.39  1.43  0.31
H  0.03  -5.05  0.23  0.30
H  -2.01  3.59  -1.23  0.31
S  1.12  -3.38  -1.11  0.25
C  -3.77  -2.16  0.50  -1.18
H  -1.11  -4.01  -0.66  0.01
C  -3.40  -0.74  0.28  0.83
C  3.12  0.82  0.83  0.23
H  -3.49  -2.75  -0.38  0.24
C  -2.67  1.93  -0.06  0.70
H  3.70  4.19  -0.90  0.41
C  2.07  1.42  0.13  0.62
H  -3.45  3.91  -0.28  0.50
O  -1.12  -1.28  0.42  -0.76
H  -4.84  -2.23  0.64  0.38
Fe  0.81  -1.30  -0.02  0.21
I  2.82  -1.04  1.77  0.20
C  -0.18  -4.56  -0.72  -0.49
C  4.56  2.65  0.32  -0.59
C  4.36  1.42  0.93  -0.58
H  2.76  -5.04  -1.55  0.38
C  -2.48  3.42  -0.25  -0.90

***

No. 2
Density functional theory data (ωB97M-V/def2-TZVPD) for C26H52Cl2N3O5Si2V as an isolated structure at a distorted geometry.

## Properties
* M: 664.74 Da
* charge: -1
* total energy: -4005.813232 hartree
* maximum force: 7.3 eV/A
* energy relative to the best compared isomer or geometry (same formula, charge and spin): 0.0 kcal per mole
* highest occupied orbital energy (alpha / beta): -2.795 / -5.212 eV
* expectation value of S²: 3.757
* 2S+1: 4
* lowest unoccupied orbital energy (alpha / beta): 2.37 / 2.37 eV

Last column: Mulliken charge in e.
Element x y z (Å)
H  -3.95  1.96  2.56  0.30
O  2.08  -2.14  2.27  -0.22
Cl  0.94  1.85  3.35  -0.66
O  1.79  1.37  -2.49  0.02
C  4.06  0.25  -3.57  -1.46
C  -2.43  -1.36  -2.85  -0.76
C  2.58  -1.70  -1.92  -1.08
H  -2.43  4.53  0.47  0.36
H  -2.13  -3.39  3.55  0.34
H  1.00  4.50  -5.98  0.34
H  3.84  -2.19  3.33  0.20
H  3.62  -4.12  5.27  0.30
H  -0.37  -1.01  -4.31  0.37
C  -4.87  1.59  2.10  -0.77
C  0.45  3.56  -5.82  -1.44
H  3.32  -2.08  -1.16  0.29
C  0.41  3.19  -4.37  -0.21
H  4.97  -0.36  -3.35  0.36
O  0.29  -0.87  -0.55  -0.44
H  -6.37  -0.49  2.45  0.36
H  0.28  -2.50  -3.67  0.29
H  2.41  -5.16  1.59  0.26
C  -3.07  3.12  -1.07  -0.42
C  -1.40  2.10  -2.44  -0.15
H  4.33  -0.99  -0.38  0.21
C  3.94  -4.42  4.27  -0.93
H  -2.83  0.76  0.80  0.27
N  3.06  -4.03  3.20  0.20
H  -0.03  4.34  -0.25  0.41
H  -5.41  -1.70  1.55  0.30
C  -3.56  -0.08  0.87  0.21
H  1.59  -2.03  -1.54  0.14
C  -0.72  3.62  -0.67  -0.77
C  1.11  2.68  -2.17  -0.37
C  2.96  -2.72  2.91  0.04
H  5.31  0.07  -1.36  0.32
H  -5.17  2.30  1.31  0.22
C  -0.39  2.73  -1.71  1.02
C  -2.08  3.83  -0.33  -0.72
H  3.67  -0.16  -4.52  0.35
H  -3.49  1.71  -2.74  0.29
C  -5.78  -0.67  1.56  -1.08
H  0.82  -0.87  -3.03  -0.07
H  -2.11  -3.16  5.24  0.40
H  -3.26  -2.32  4.34  0.40
O  -3.41  -1.20  0.38  -0.77
H  -0.60  3.20  -3.98  0.78
H  1.16  -4.74  2.74  0.24
H  -5.66  1.56  2.85  0.28
H  1.05  -1.65  5.41  0.24
H  -3.09  -1.05  -2.04  0.05
H  1.74  3.15  -1.42  0.57
C  -0.77  -1.28  -1.04  -0.65
H  -1.58  -1.58  -0.35  0.81
H  -1.52  1.15  5.08  0.40
V  1.39  -0.10  2.59  0.61
H  -0.58  3.71  -6.22  0.37
C  0.36  -0.82  5.25  -1.24
C  -1.96  0.59  4.25  -0.79
Si  2.82  0.24  -2.13  0.91
O  -0.34  -1.02  2.59  -0.50
H  2.32  4.83  -4.17  0.65
H  -4.11  3.12  -0.73  0.39
C  -2.21  -2.61  4.30  -1.41
Cl  3.75  0.04  2.72  -0.74
Si  -1.09  -1.14  4.04  0.71
H  3.13  4.15  -2.76  0.44
H  -2.53  -0.63  -3.65  0.31
H  4.02  -5.53  4.28  0.30
H  -0.23  -0.63  6.16  0.38
C  -0.03  -1.48  -3.38  -0.77
H  4.30  0.78  0.01  0.32
H  -6.41  -0.51  0.68  0.31
H  2.83  -2.26  -2.85  0.39
C  2.19  -5.06  2.66  -0.79
H  2.44  -5.96  3.25  0.32
C  4.33  0.05  -0.81  -1.24
C  1.37  3.33  -3.45  1.04
H  3.41  3.50  -4.34  0.22
H  -3.04  0.53  4.43  0.38
N  -1.07  -1.47  -2.36  0.41
H  -1.77  1.18  3.34  -0.07
C  2.67  3.95  -3.70  -2.26
H  -1.13  1.77  -3.45  0.93
H  4.42  1.27  -3.81  0.26
C  -2.74  2.26  -2.12  -1.38
H  4.92  -3.96  4.14  0.36
N  -4.67  0.26  1.57  0.36
H  0.86  2.74  -6.50  0.24
H  -2.84  -2.29  -3.25  0.33
H  0.94  0.09  5.02  0.31

***

No. 3
Density functional theory data (ωB97M-V/def2-TZVPD) for a 10-piece molecular cluster, C35H38F10N2O27 overall at a distorted geometry.

## Properties
* M: 1108.66 Da
* SMILES: CC[C@H](F)[C@](C)(C#N)CC#N.O=C1OC[C@@H](F)O1.O=C1OC[C@@H](F)O1.O=C1OC[C@@H](F)O1.O=C1OC[C@@H](F)O1.O=C1OC[C@@H](F)O1.O=C1OC[C@@H](F)O1.O=C1OC[C@@H](F)O1.O=C1OC[C@@H](F)O1.O=C1OC[C@@H](F)O1
* total energy: -4496.003967 hartree
* maximum force: 12.5 eV/A
* highest occupied orbital energy: -10.979 eV
* 2S+1: 1
* lowest unoccupied orbital energy: 0.02 eV

Last column: Mulliken charge in e.
Element x y z (Å)
F  6.06  2.62  -2.30  -0.34
H  6.85  0.52  4.58  0.34
H  -0.89  5.26  0.14  0.26
C  3.98  0.00  -5.51  0.60
F  -10.74  -1.06  0.54  -0.30
N  -1.94  -3.30  -2.49  -0.60
C  0.09  -1.25  1.30  -0.52
O  -0.87  4.01  6.98  -0.34
C  -1.30  -0.95  0.49  0.20
C  1.77  5.82  -0.11  0.54
O  2.93  0.43  -4.76  -0.15
C  6.88  1.17  5.46  0.30
C  -2.01  -2.85  -1.26  -0.24
H  2.00  -1.91  -5.93  0.01
H  1.79  -7.58  -4.41  0.26
C  1.29  -1.90  0.35  -0.11
O  1.44  -5.82  -5.45  -0.32
H  3.90  3.28  -1.26  0.14
O  3.14  1.39  -1.04  -0.11
H  3.01  -6.30  -4.21  0.29
O  0.91  -4.59  -3.63  -0.15
O  -2.76  2.81  7.40  -0.54
C  -2.00  3.35  6.62  0.56
H  -9.92  0.17  -0.82  0.30
H  1.28  3.70  1.64  -0.44
H  1.96  -0.99  -0.02  -0.23
H  -0.05  -1.86  2.30  0.31
C  5.08  1.71  -2.16  0.70
O  5.74  -0.81  7.93  -0.54
C  -7.51  -0.96  -0.20  0.50
O  4.94  0.85  6.58  -0.31
C  1.94  -6.50  -4.32  -0.44
F  7.86  2.09  5.33  -0.28
H  5.62  5.12  2.50  0.31
H  0.84  -2.38  -0.63  0.05
H  -4.12  -1.14  1.30  0.46
C  4.13  0.61  -0.51  0.59
O  1.75  4.45  -0.21  -0.17
C  3.82  6.14  3.21  -0.53
H  5.70  2.75  6.36  0.20
H  4.04  6.95  2.51  0.32
H  3.19  2.58  -2.74  0.26
H  0.25  3.13  0.31  0.49
F  5.75  5.63  4.44  -0.32
F  0.75  -0.10  -4.77  -0.21
O  5.15  0.27  -5.27  -0.56
H  -9.81  -1.90  -2.08  0.27
F  -0.61  5.24  2.12  -0.18
H  1.68  -0.94  -7.39  0.30
O  2.57  6.54  -0.69  -0.59
O  5.35  0.93  -1.02  -0.35
H  0.17  -6.42  -3.04  0.29
H  -0.97  -0.57  -0.60  0.30
C  -1.17  4.20  4.73  -0.02
O  2.84  5.27  2.69  -0.29
C  4.99  5.23  3.39  0.27
O  -2.19  3.36  5.26  -0.31
H  -3.02  -3.05  2.29  0.30
C  3.19  4.01  3.09  0.47
H  3.47  6.57  4.15  0.29
C  -4.91  -2.82  -0.07  0.13
C  -0.09  5.19  0.88  0.37
O  3.94  -0.28  0.31  -0.56
H  -3.89  -0.84  -0.63  0.38
O  -6.34  -0.69  0.04  -0.53
H  0.57  3.31  5.69  0.34
H  -4.45  -6.07  -5.02  0.29
H  1.57  1.13  -6.13  0.14
O  7.15  0.39  6.60  -0.31
C  2.18  -0.94  -6.42  -0.06
C  1.79  0.22  -5.57  0.24
H  -2.71  -4.36  0.97  0.37
N  -5.57  -3.94  -0.24  -0.63
C  -3.84  -1.63  0.24  -0.56
C  3.78  2.36  -1.84  -0.30
H  5.05  1.06  -3.05  0.03
C  -6.76  -4.73  -5.64  0.64
O  -7.53  -4.49  -6.55  -0.55
F  0.56  5.31  5.85  -0.30
C  0.79  4.00  0.71  0.23
O  -8.56  -0.53  0.55  -0.28
O  2.50  3.02  2.91  -0.62
H  -1.20  -3.66  1.84  0.40
H  -4.37  -4.01  -3.76  0.08
C  -9.70  -0.74  -0.26  0.31
H  4.99  2.05  4.89  -0.03
O  -6.50  -5.98  -5.15  -0.31
C  -5.37  -4.43  -3.92  0.04
H  0.51  -0.19  1.64  0.08
C  -2.25  -3.36  1.45  -1.28
O  -7.91  -1.72  -1.26  -0.19
C  -0.13  4.15  5.79  0.45
F  -1.97  0.24  1.11  -0.44
O  0.79  6.27  0.72  -0.32
O  -6.03  -3.77  -4.98  -0.30
F  1.85  -5.88  -2.06  -0.29
O  3.58  -0.76  -6.57  -0.34
H  2.01  -2.61  0.95  0.32
C  5.93  0.07  7.11  0.60
H  -9.49  -2.87  -0.62  0.29
C  -9.31  -1.91  -1.11  -0.43
F  -5.38  -6.70  -3.36  -0.28
C  -5.32  -5.84  -4.40  0.32
H  -1.58  5.20  4.58  0.19
H  -5.95  -4.31  -3.00  0.03
C  -2.28  -2.24  0.26  1.43
C  0.91  -4.65  -4.99  0.60
C  5.58  1.82  5.78  0.04
O  4.40  3.99  3.72  -0.11
O  0.48  -3.76  -5.72  -0.59
H  -0.81  3.82  3.77  -0.04
C  1.13  -5.92  -3.21  0.32

***

No. 4
Density functional theory data (ωB97M-V/def2-TZVPD) for C12H17Cl2GaNS as an isolated structure at a distorted geometry.

## Properties
* M: 347.97 Da
* charge: -1
* total energy: -3765.603057 hartree
* maximum force: 2.4 eV/A
* energy relative to the best compared isomer or geometry (same formula, charge and spin): 39.7 kcal per mole
* highest occupied orbital energy: -2.442 eV
* 2S+1: 1
* lowest unoccupied orbital energy: 2.07 eV

Last column: natural (NBO) charge in e.
Element x y z (Å)
Ga  3.00  -0.51  -1.56  1.11
C  0.57  -0.11  4.10  -0.25
C  -2.30  -0.78  -3.17  -0.39
H  -2.92  0.88  -1.91  0.19
C  -1.35  1.46  5.35  0.05
H  5.05  -2.03  -1.84  0.19
C  -2.06  0.18  -1.96  -0.44
N  -1.70  0.55  4.39  -0.52
C  4.75  -1.06  -1.40  -1.33
C  -0.76  0.94  -1.97  -0.19
H  -0.69  1.75  -1.22  0.21
H  5.52  -0.51  -0.86  0.19
C  0.17  -0.52  -3.71  -0.48
S  -1.31  -1.27  2.51  -0.20
C  -1.25  -0.71  -4.27  -0.38
H  1.29  -0.73  3.57  0.26
C  0.94  0.78  5.10  -0.14
C  0.24  0.65  -2.75  -0.20
H  0.46  -1.44  -3.16  0.25
H  -1.49  0.12  -4.95  0.18
H  -2.18  2.04  5.76  0.21
H  -2.38  -1.80  -2.79  0.20
Cl  1.76  -2.29  -1.33  -0.57
H  -2.67  0.44  4.11  0.43
H  -3.28  -0.55  -3.61  0.19
H  -1.29  -1.62  -4.88  0.20
H  -2.11  -0.43  -1.04  0.22
H  0.89  -0.44  -4.53  0.21
C  -0.03  1.58  5.73  -0.32
Cl  2.54  1.31  -0.49  -0.58
H  1.98  0.85  5.40  0.22
H  0.24  2.30  6.50  0.22
H  1.15  1.26  -2.81  0.22
C  -0.78  -0.25  3.71  0.04

***

The highest total energy belongs to which entry?
C16H18FeIN2O2S

***

What is the 2S+1 in the third record?
1